(1)
14
Properties=species:S:1:pos:R:3 method="wB97M-V/def2-TZVPD" total_charge=0
C 0.50 0.85 -0.88
C -1.91 -0.27 -0.33
C -0.63 0.39 -0.01
N 1.80 -1.03 0.51
O 1.50 1.37 -0.37
O -0.27 0.75 1.31
O 0.75 -1.17 -0.30
H 0.51 0.77 -2.01
H -2.59 0.50 0.06
H -2.13 -1.17 0.29
H -2.14 -0.57 -1.37
H 1.65 -1.35 1.56
H 2.39 -0.20 0.48
H 0.57 1.14 1.06



(2)
61
Properties=species:S:1:pos:R:3 method="wB97M-V/def2-TZVPD" smiles="COc1ccc(N2CCN(CCCNC(=S)Nc3c(C)cccc3C)CC2)cc1" total_charge=0
C -6.06 -2.23 -0.43
O -5.32 -1.38 -1.28
C -4.48 -0.47 -0.71
C -4.26 -0.32 0.66
C -3.37 0.63 1.12
C -2.66 1.46 0.25
C -2.90 1.31 -1.12
C -3.80 0.37 -1.58
H -3.98 0.26 -2.64
H -2.40 1.93 -1.84
N -1.81 2.43 0.78
C -0.81 2.02 1.74
C 0.48 1.60 1.03
N 1.01 2.71 0.26
C 0.03 3.10 -0.74
C -1.28 3.49 -0.05
H -2.03 3.79 -0.78
H -1.09 4.34 0.61
H 0.42 3.97 -1.29
H -0.14 2.28 -1.46
C 2.30 2.41 -0.36
C 3.44 2.31 0.66
H 4.06 3.21 0.62
C 4.34 1.10 0.42
N 3.57 -0.12 0.37
C 3.51 -0.92 -0.72
N 2.55 -1.89 -0.74
C 1.41 -1.95 0.09
C 0.15 -1.71 -0.48
C -0.98 -1.77 0.32
C -0.87 -2.05 1.67
C 0.37 -2.31 2.23
C 1.52 -2.28 1.45
C 2.84 -2.64 2.07
H 3.19 -1.86 2.74
H 3.61 -2.79 1.31
H 2.74 -3.55 2.65
H 0.46 -2.55 3.27
H -1.75 -2.08 2.29
H -1.94 -1.58 -0.12
C 0.04 -1.37 -1.94
H 0.21 -2.25 -2.55
H -0.96 -0.99 -2.16
H 0.77 -0.61 -2.22
H 2.49 -2.37 -1.62
S 4.55 -0.80 -2.00
H 2.82 -0.21 1.04
H 5.09 1.03 1.21
H 4.86 1.19 -0.54
H 3.02 2.26 1.67
H 2.51 3.22 -1.07
H 2.23 1.48 -0.95
H 1.21 1.29 1.78
H 0.26 0.73 0.38
H -1.17 1.19 2.34
H -0.59 2.87 2.40
H -3.24 0.73 2.18
H -4.78 -0.94 1.37
H -5.40 -2.87 0.17
H -6.66 -2.86 -1.09
H -6.72 -1.66 0.23



Computed values of energy (unit: hartree) for the preceding records, in sequence: -398.8356 -1588.0865.
Computed values of relative energy (zero: lowest compared OMol25 entry of this formula, charge and spin) (unit: eV) for the preceding records, in sequence: 5.499 0.000.
Computed values of strongest force on any atom (unit: hartree/bohr) for the preceding records, in sequence: 0.080 0.014.